Entry 1:
# C5H14N3P

2 unconnected molecules or ions with the total composition C5H14N3P at a distorted geometry (the ωB97M-V functional and the def2-TZVPD basis, OMol25).

The relative energy (zero: lowest compared OMol25 entry of this formula, charge and spin) is 0.000 eV. Its multiplicity is 3. As for the largest force on an atom: 3.81 eV/A. As for the total charge: 0. The energy comes out at -704.2850 Ha. For the HOMO energy (alpha / beta), the calculation gives -5.10 / -8.84 eV. Its lowest unoccupied orbital energy (alpha / beta) is 0.960 / -2.056 eV.

Each line ends with the Löwdin spin population.
Positions of all 23 atoms, in Å:
C1 2.626 -0.384 0.012  0.0006
C2 2.000 1.914 0.335  0.0012
C3 -2.453 -1.620 1.067  0.1458
C4 0.192 0.101 -0.595  0.0383
C5 1.443 0.420 0.410  0.0035
N1 2.680 -1.227 -0.906  0.0001
N2 -3.522 0.778 -0.601  0.4694
N3 -1.059 0.631 -0.259  0.0480
P1 -2.420 -0.315 -0.289  0.5123
H1 3.706 -0.088 0.370  0.0001
H2 2.885 2.057 1.054  0.0001
H3 2.181 2.191 -0.776  0.0000
H4 1.139 2.493 0.701  0.0005
H5 -2.827 -1.110 2.007  0.0202
H6 -3.136 -2.441 0.842  0.0030
H7 -1.489 -2.136 1.210  0.0040
H8 0.603 0.430 -1.574  0.0061
H9 0.155 -1.029 -0.627  0.0257
H10 1.112 0.215 1.446  0.0007
H11 3.603 -1.521 -1.168  0.0000
H12 -4.372 0.305 -0.518  0.0126
H13 -1.274 1.625 -0.258  0.0062
H14 -1.773 -1.290 -1.884  0.7015



Entry 2:
# C25H32EuFO2

A molecular structure, C25H32EuFO2 at a distorted geometry (the ωB97M-V functional and the def2-TZVPD basis, OMol25).

Its multiplicity is 8. As for the largest force on an atom: 5.16 eV/A. As for the total charge: -1. The energy comes out at -1932.3136 Ha. For the HOMO energy (alpha / beta), the calculation gives -2.59 / -2.64 eV. Its lowest unoccupied orbital energy (alpha / beta) is 2.164 / 2.162 eV.

Each line ends with the Löwdin spin population.
Positions of all 61 atoms, in Å:
O1 0.858 -1.124 -1.853  -0.0067
C1 1.368 0.224 -2.434  0.0039
C2 1.255 -0.361 -3.857  0.0002
H1 2.405 0.338 -2.053  0.0009
H2 0.666 1.057 -2.176  0.0007
C3 0.845 -1.695 -3.219  0.0021
H3 2.198 -0.339 -4.423  0.0000
H4 0.457 0.145 -4.398  0.0001
C4 1.933 -2.753 -3.261  0.0012
H5 2.940 -2.338 -3.423  0.0001
H6 1.726 -3.436 -4.083  0.0001
H7 1.921 -3.362 -2.343  0.0007
C5 -0.552 -2.257 -3.476  0.0016
H8 -1.233 -1.443 -3.755  0.0001
H9 -0.884 -2.785 -2.574  0.0015
H10 -0.498 -2.959 -4.301  0.0000
Eu1 0.602 -1.382 0.312  7.0221
C6 -1.808 -0.979 2.889  -0.0006
C7 -1.941 0.398 2.538  -0.0003
C8 -2.658 0.463 1.305  0.0009
H11 -1.593 1.239 3.132  0.0000
C9 -3.063 -0.856 0.967  -0.0009
C10 -2.478 -1.760 1.905  -0.0018
H12 -2.561 -2.854 1.893  0.0002
H13 -1.291 -1.367 3.775  0.0001
H14 -2.865 1.359 0.728  0.0000
H15 -3.763 -1.127 0.177  0.0000
C11 1.036 -2.804 2.524  -0.0055
C12 0.387 -3.672 1.584  -0.0033
C13 1.265 -3.823 0.465  -0.0008
H16 -0.599 -4.131 1.723  0.0006
C14 2.471 -3.068 0.740  -0.0022
C15 2.322 -2.439 2.010  -0.0041
H17 3.016 -1.752 2.506  0.0006
H18 0.630 -2.501 3.494  0.0002
H19 1.030 -4.334 -0.481  0.0021
H20 3.347 -2.983 0.090  0.0015
O2 -1.360 2.068 -2.182  0.0003
C16 -2.784 2.178 -2.410  0.0000
C17 -3.021 3.688 -2.307  0.0000
H21 -3.366 1.656 -1.606  0.0000
H22 -2.933 1.674 -3.376  0.0000
C18 -2.146 4.009 -1.084  0.0000
H23 -4.068 3.982 -2.220  0.0000
H24 -2.547 4.177 -3.149  0.0000
C19 -0.854 3.272 -1.535  0.0001
H25 -2.555 3.575 -0.167  0.0000
H26 -2.027 5.050 -0.814  0.0000
H27 -0.113 3.073 -0.707  0.0001
H28 -0.391 3.835 -2.368  0.0000
F1 2.754 3.440 5.373  0.0001
C20 2.194 2.553 4.476  0.0005
C21 2.352 2.812 3.116  -0.0005
C22 2.124 1.736 2.207  -0.0002
C23 1.525 0.625 2.724  -0.0128
C24 1.267 0.380 4.034  -0.0015
C25 1.619 1.390 4.976  -0.0008
H29 2.683 3.789 2.763  -0.0001
H30 2.443 1.810 1.171  0.0004
H31 0.849 -0.562 4.385  -0.0003
H32 1.466 1.249 6.048  -0.0001



Entry 3:
# CH3N2O2S

A gas-phase ion, CH3N2O2S (charge -1) at a distorted geometry (the ωB97M-V functional and the def2-TZVPD basis, OMol25).

The relative energy (zero: lowest compared OMol25 entry of this formula, charge and spin) is 1.734 eV. Its multiplicity is 3. As for the largest force on an atom: 4.64 eV/A. As for the total charge: -1. The energy comes out at -697.9372 Ha. For the HOMO energy (alpha / beta), the calculation gives -2.25 / -3.37 eV. Its lowest unoccupied orbital energy (alpha / beta) is 4.106 / 2.880 eV.

Each line ends with the Löwdin spin population.
Positions of all 9 atoms, in Å:
C1 -0.575 -0.279 0.239  0.6921
N1 -0.298 0.107 -1.116  0.4216
N2 0.247 1.024 -2.114  0.6993
O1 -0.389 -0.091 2.847  0.0119
O2 1.508 -0.880 1.479  0.0952
S1 0.512 0.209 1.708  0.0202
H1 -1.028 -1.259 0.288  0.0388
H2 -0.693 -0.606 -1.729  -0.0030
H3 0.716 1.776 -1.601  0.0239



Entry 4:
# C12H16IMnN7S3

A molecular structure, C12H16IMnN7S3 (the ωB97M-V functional and the def2-TZVPD basis, OMol25).

The relative energy (zero: lowest compared OMol25 entry of this formula, charge and spin) is 0.000 eV. Its multiplicity is 5. As for the largest force on an atom: 0.86 eV/A. As for the total charge: +1. The energy comes out at -3493.2015 Ha. For the HOMO energy (alpha / beta), the calculation gives -10.75 / -10.77 eV. Its lowest unoccupied orbital energy (alpha / beta) is -4.228 / -3.545 eV.

Each line ends with the Löwdin spin population.
Positions of all 40 atoms, in Å:
Mn1 -0.230 -0.507 0.235  4.1449
C1 1.608 -0.649 5.248  -0.0006
S1 1.385 0.994 4.536  -0.0029
C2 0.903 0.675 2.906  0.0055
S2 0.781 -0.963 2.318  -0.0187
N1 0.663 1.776 2.240  0.0003
N2 0.120 1.550 1.024  0.0485
C3 -0.057 2.526 0.233  0.0160
C4 -0.793 2.237 -1.004  0.0027
C5 -1.190 3.252 -1.860  0.0008
C6 -1.930 2.941 -2.986  0.0018
C7 -2.262 1.616 -3.228  0.0018
C8 -1.830 0.663 -2.325  0.0043
N3 -1.107 0.953 -1.243  0.0103
H1 2.060 -0.474 6.222  0.0000
H2 2.278 -1.250 4.640  -0.0007
H3 0.649 -1.146 5.371  0.0003
H4 0.262 3.534 0.483  0.0016
H5 -0.927 4.276 -1.627  0.0001
H6 -2.254 3.719 -3.664  0.0000
H7 -2.848 1.325 -4.090  0.0002
H8 -2.085 -0.381 -2.473  0.0005
C9 -1.167 -3.825 -3.958  0.0003
C10 -0.096 -2.843 -3.662  0.0011
N4 0.799 -2.412 -4.486  0.0006
N5 1.544 -1.524 -3.753  0.0035
C11 1.139 -1.375 -2.494  0.0061
S3 1.778 -0.434 -1.259  0.0216
N6 0.072 -2.220 -2.431  0.0030
N7 -0.650 -2.401 -1.251  0.0307
H9 -1.038 -4.178 -4.978  0.0000
H10 -2.156 -3.370 -3.874  0.0001
H11 -1.119 -4.680 -3.282  0.0001
H12 2.328 -1.056 -4.178  0.0002
H13 -0.315 -3.237 -0.774  0.0024
H14 -1.633 -2.529 -1.469  0.0012
I1 -2.922 0.718 2.197  -0.0352
C12 -2.105 -0.813 1.009  -0.2411
H15 -2.773 -0.919 0.154  -0.0106
H16 -2.108 -1.708 1.622  -0.0008



Entry 5:
# C2HNO6S2

A gas-phase ion, C2HNO6S2 (charge -2) at a distorted geometry (the ωB97M-V functional and the def2-TZVPD basis, OMol25).

The relative energy (zero: lowest compared OMol25 entry of this formula, charge and spin) is 0.000 eV. Its multiplicity is 1. As for the largest force on an atom: 5.07 eV/A. As for the total charge: -2. The energy comes out at -1379.4171 Ha. For the HOMO energy, the calculation gives -2.17 eV. Its lowest unoccupied orbital energy is 6.245 eV.

Each line ends with the Mulliken charge.
Positions of all 12 atoms, in Å:
N1 -2.020 -1.344 1.398  -0.6584
C1 -1.115 -0.957 0.797  0.2563
C2 0.049 -0.301 -0.260  -0.2694
S1 1.540 -0.438 0.738  1.1853
O1 2.614 0.218 -0.009  -0.6879
O2 1.744 -1.896 0.761  -0.6992
O3 1.188 0.195 1.984  -0.6400
S2 -0.863 1.139 -0.969  1.1729
O4 0.037 1.625 -2.082  -0.6992
O5 -1.017 2.119 0.123  -0.6825
O6 -2.139 0.666 -1.434  -0.6561
H1 -0.018 -1.026 -1.047  0.3781



Entry 6:
# C26H44MoN3P2Se

A molecular structure, C26H44MoN3P2Se at a distorted geometry (the ωB97M-V functional and the def2-TZVPD basis, OMol25).

The relative energy (zero: lowest compared OMol25 entry of this formula, charge and spin) is 0.000 eV. Its multiplicity is 1. As for the largest force on an atom: 3.82 eV/A. As for the total charge: +3. The energy comes out at -4332.7592 Ha. For the HOMO energy, the calculation gives -17.04 eV. Its lowest unoccupied orbital energy is -10.713 eV.

Each line ends with the Mulliken charge.
Positions of all 77 atoms, in Å:
Mo1 10.421 9.816 9.916  -0.9254
C1 11.048 6.675 13.589  -1.2811
C2 11.107 8.209 13.590  0.2194
C3 11.002 8.837 14.958  -2.0227
P1 9.895 9.008 12.400  2.2106
C4 8.268 8.939 13.368  0.7077
C5 7.113 8.420 12.549  -1.5674
C6 7.978 10.310 13.917  -1.5746
C7 10.599 10.763 12.273  1.1785
C8 11.732 11.312 13.057  -1.6882
C9 11.995 12.609 12.922  -0.7303
C10 11.191 13.464 12.084  -0.9532
C11 10.090 13.011 11.439  -0.3894
C12 9.872 11.629 11.441  -0.1275
N1 9.001 11.010 10.554  1.9094
C13 7.834 11.667 9.918  0.2909
C14 7.044 12.621 10.555  -0.6692
C15 5.935 13.078 9.925  -0.9169
C16 5.594 12.599 8.687  -1.1070
C17 6.341 11.654 8.056  -0.8636
C18 7.527 11.186 8.612  -0.0493
P2 8.676 10.006 7.987  1.1441
C19 9.348 10.356 6.225  0.8155
C20 9.972 11.734 6.064  -1.5879
C21 10.392 9.327 5.760  -1.5344
C22 7.801 8.460 7.715  0.1994
C23 7.220 8.037 9.084  -1.4197
C24 6.656 8.547 6.660  -1.7115
H1 11.809 6.233 14.286  0.4079
H2 11.166 6.222 12.607  0.2149
H3 9.963 6.312 13.802  0.2927
H4 12.092 8.518 13.192  0.4317
H5 10.455 8.221 15.681  0.4386
H6 10.643 9.814 15.146  0.4301
H7 11.956 8.773 15.471  0.5005
H8 8.481 8.191 14.161  0.5976
H9 6.837 9.104 11.766  0.2486
H10 6.296 8.277 13.252  0.5075
H11 7.304 7.461 12.095  0.4161
H12 7.656 10.980 13.139  0.3276
H13 8.784 10.793 14.518  0.2160
H14 7.143 10.151 14.601  0.5894
H15 12.309 10.691 13.737  0.4514
H16 12.819 13.059 13.487  0.5201
H17 11.519 14.486 11.967  0.4884
H18 9.468 13.659 10.793  0.5136
H19 7.266 12.798 11.607  0.4251
H20 5.304 13.865 10.359  0.4781
H21 4.682 12.965 8.246  0.5090
H22 5.909 11.295 7.152  0.5583
H23 8.425 10.227 5.651  0.4718
H24 11.003 11.693 6.389  0.3611
H25 9.423 12.508 6.627  0.2965
H26 10.028 11.890 4.984  0.5144
H27 11.347 9.337 6.373  0.2689
H28 10.782 9.615 4.798  0.5402
H29 10.037 8.310 5.585  0.3463
H30 8.487 7.722 7.238  0.7655
H31 6.223 8.481 9.231  0.4894
H32 7.899 8.110 9.965  -0.1388
H33 6.847 6.945 9.027  0.4586
H34 5.892 9.192 7.056  0.4258
H35 6.309 7.587 6.443  0.4582
H36 7.068 8.878 5.736  0.4472
N2 10.676 7.862 8.956  -0.4164
C25 11.820 6.990 9.360  -0.6026
C26 12.969 7.928 9.546  -0.5107
N3 12.493 8.840 10.638  -0.2408
H37 9.835 7.347 8.957  0.1748
H38 10.818 8.115 7.987  0.1006
H39 12.110 6.245 8.627  0.4243
H40 11.588 6.338 10.222  0.1786
H41 13.194 8.492 8.598  0.2354
H42 13.902 7.514 9.906  0.4884
H43 13.125 9.686 10.696  0.3126
H44 12.586 8.428 11.526  0.1159
Se1 11.766 11.252 8.962  -0.0845



The highest energy belongs to which entry? CH3N2O2S